The following is a quantum chemistry calculation of C23H26N2O5 in the gas phase, from the OMol25 dataset.

```
56
Properties=species:S:1:pos:R:3:nbo_charge:R:1
C 4.3474 1.7667 -6.0225 -0.254
O 3.6983 0.5629 -5.6867 -0.486
C 2.9108 0.5328 -4.5827 0.325
C 2.6815 1.6109 -3.7320 -0.312
C 1.8543 1.4553 -2.6374 -0.142
C 1.2526 0.2339 -2.3500 -0.120
C 0.3867 0.1743 -1.1468 0.664
O -0.1644 1.1511 -0.6795 -0.606
N 0.2275 -1.0684 -0.5965 -0.621
C -0.4297 -1.2561 0.6132 0.111
C -1.0734 -2.3813 0.9613 -0.228
C -1.2736 -3.5607 0.1291 -0.098
C -1.4354 -3.4863 -1.2562 -0.163
C -1.6216 -4.6327 -2.0063 -0.226
C -1.6497 -5.8740 -1.3931 -0.212
C -1.5143 -5.9603 -0.0167 -0.205
C -1.3373 -4.8167 0.7368 -0.182
C -0.2089 -0.1696 1.6309 0.681
O 0.9081 0.1682 1.9670 -0.622
N -1.3410 0.3240 2.1718 -0.596
C -1.3421 1.1442 3.3574 -0.183
C -2.0315 2.5060 3.1400 -0.389
C -1.0704 3.6647 2.8392 -0.205
C -0.1907 3.3827 1.6266 -0.624
C -0.2169 4.0113 4.0574 -0.608
C -2.0219 0.3685 4.4720 0.795
O -2.5918 -0.6806 4.3223 -0.604
O -1.9258 0.9784 5.6549 -0.682
C 1.4771 -0.8402 -3.2116 -0.181
C 2.2903 -0.6903 -4.3124 -0.261
H 5.0353 2.0852 -5.2331 0.179
H 3.6289 2.5669 -6.2252 0.178
H 4.9129 1.5529 -6.9280 0.203
H 3.1379 2.5708 -3.9140 0.223
H 1.6646 2.2853 -1.9739 0.237
H 0.6106 -1.8824 -1.0549 0.412
H -1.4370 -2.4567 1.9772 0.232
H -1.4642 -2.5223 -1.7426 0.207
H -1.7513 -4.5562 -3.0764 0.213
H -1.7894 -6.7677 -1.9828 0.215
H -1.5516 -6.9241 0.4697 0.215
H -1.2341 -4.8867 1.8099 0.214
H -2.2276 -0.0628 1.8863 0.414
H -0.2950 1.2938 3.6407 0.265
H -2.6061 2.7605 4.0329 0.214
H -2.7304 2.3953 2.3086 0.214
H -1.7020 4.5333 2.6139 0.197
H 0.3867 4.2686 1.3715 0.203
H 0.5052 2.5725 1.8237 0.224
H -0.7876 3.0998 0.7645 0.226
H 0.3646 4.9090 3.8612 0.211
H -0.8406 4.1888 4.9310 0.204
H 0.4781 3.2083 4.2891 0.201
H -2.3658 0.4563 6.3447 0.501
H 0.9982 -1.7962 -3.0534 0.204
H 2.4657 -1.5108 -4.9902 0.227
```

Orbital gap   8.795 eV
Net charge   0
HOMO level   -8.32 eV
Structure (SMILES)   COc1ccc(C(=O)N/C(=C\c2ccccc2)C(=O)N[C@@H](CC(C)C)C(=O)O)cc1